(1)
Formula: C5H3IN2OS
Source: OMol25
Level of theory: ωB97M-V/def2-TZVPD

```
13
Properties=species:S:1:pos:R:3:forces:R:3
C 0.806 -1.207 -0.859 -0.800 -3.709 0.882
C 1.298 0.014 -0.535 1.644 1.958 -0.668
C -1.163 0.697 -0.448 1.204 2.293 -3.260
C 1.875 1.077 -0.390 -1.564 -1.091 0.646
C -1.995 -0.601 0.889 0.662 -0.771 -0.467
N 0.452 -2.329 -0.800 0.663 2.537 -0.674
N -1.080 0.868 -1.587 -0.785 0.036 -0.010
O -1.057 0.521 0.784 -1.335 -0.106 1.398
S 2.700 2.379 0.271 -0.351 0.012 -0.445
I 4.623 1.087 -0.029 1.697 -0.044 0.198
H -2.975 -0.389 0.463 0.152 0.242 0.006
H -2.035 -0.750 1.912 -0.354 -0.866 1.910
H -1.448 -1.367 0.328 -0.834 -0.490 0.485
```
Forces are in eV/Å.

Summary:
**LUMO**: -1.409 eV
**DFT total energy**: -29192.033 eV
**HOMO-LUMO gap**: 7.871 eV
**Molar mass**: 266.06 g mol⁻¹

(2)
Formula: C13H21F6N6O4S3V
Source: OMol25
Level of theory: ωB97M-V/def2-TZVPD

```
54
Properties=species:S:1:pos:R:3:forces:R:3
V 0.003 -0.841 0.876 0.725 0.686 -1.428
F 1.362 0.290 5.363 0.027 -0.071 -0.082
C 0.169 0.237 4.800 -0.271 0.171 -0.138
F -0.235 1.471 4.489 0.041 -0.096 0.155
F -0.697 -0.333 5.616 -0.031 0.024 -0.011
S 0.264 -0.727 3.225 1.241 -0.187 0.811
O 1.237 0.048 2.444 0.453 1.076 0.191
O 0.628 -2.067 3.534 -0.048 -0.363 0.376
N -1.179 -0.516 2.621 -0.486 -0.255 -0.354
S -2.172 -1.521 1.879 -1.655 -1.078 0.842
O -3.511 -1.376 2.302 -0.063 0.176 0.180
O -1.895 -1.443 0.444 -0.566 0.194 -0.652
C -1.708 -3.311 2.164 -0.280 -0.280 -0.293
F -0.531 -3.552 1.557 -0.008 0.128 0.286
F -1.680 -3.694 3.414 0.140 0.217 0.140
F -2.641 -3.994 1.516 0.013 0.038 0.024
S -0.271 0.855 -0.737 0.093 0.662 0.331
C 0.397 2.377 -0.273 -0.157 -0.046 -0.088
N 0.903 2.596 0.938 0.092 0.121 -0.069
C 1.426 3.896 1.349 0.065 0.116 -0.065
C 2.075 4.563 0.146 -0.104 -0.110 0.008
C 1.056 4.660 -0.978 0.057 0.111 0.067
N 0.408 3.363 -1.168 0.090 0.023 0.026
H 0.860 1.845 1.608 -0.035 -0.099 0.020
H 2.150 3.738 2.146 -0.033 -0.033 0.019
H 0.618 4.520 1.739 0.002 -0.026 0.037
H 2.928 3.964 -0.180 0.025 0.042 0.004
H 2.432 5.557 0.408 0.010 0.003 -0.004
H 1.546 4.938 -1.909 -0.059 -0.011 -0.031
H 0.306 5.421 -0.750 -0.016 -0.021 -0.009
H -0.020 3.158 -2.056 0.018 -0.044 -0.021
C 5.227 -1.334 0.314 -0.137 -0.013 -0.084
C 4.459 -0.036 0.166 0.147 -0.025 -0.023
N 3.048 -0.335 -0.033 -0.020 -0.298 0.190
C 2.555 -1.536 -0.406 0.162 0.271 -0.195
N 1.231 -1.703 -0.358 0.605 -1.133 -0.168
C 0.705 -2.813 -1.165 0.199 -0.057 0.016
C 1.532 -4.066 -0.933 -0.004 0.206 -0.051
C 2.956 -3.769 -1.362 -0.106 -0.124 -0.014
N 3.408 -2.474 -0.850 -0.067 -0.013 0.079
C 4.850 -2.233 -0.851 0.086 0.130 0.016
H 4.950 -1.822 1.251 0.067 -0.008 0.020
H 6.300 -1.149 0.321 0.001 0.007 -0.004
H 4.839 0.518 -0.697 -0.001 0.045 0.038
H 4.575 0.593 1.049 -0.076 -0.009 0.011
H 2.362 0.298 0.341 -0.053 0.112 -0.103
H 0.744 -2.521 -2.219 -0.085 -0.052 -0.010
H -0.341 -2.969 -0.908 -0.008 0.009 -0.012
H 1.150 -4.913 -1.502 -0.010 -0.010 0.016
H 1.504 -4.313 0.129 -0.001 -0.092 0.006
H 3.033 -3.764 -2.453 0.010 -0.004 0.013
H 3.632 -4.538 -0.987 0.053 0.054 0.009
H 5.159 -1.781 -1.799 0.004 -0.036 -0.001
H 5.347 -3.198 -0.765 -0.042 -0.029 -0.025
```
Forces are in eV/Å.

Summary:
**2S+1**: 2
**LUMO (spin up / spin down)**: -2.394 / -2.179 eV
**DFT total energy**: -105444.840 eV
**HOMO-LUMO gap (spin up / spin down)**: 8.359 / 8.052 eV
**Molar mass**: 586.48 g mol⁻¹
**Charge**: +1